# 1
ORCA calculation (ωB97M-V/def2-TZVPD) on one molecule with the formula C21H26N4OS.

- HOMO-LUMO gap: 0.314 Eh
- Total charge: 0
- ΔE to the lowest compared entry with this formula, charge and spin: 16.21 kcal/mol
- Total energy: -41042.743 eV
- SMILES string: COCCNC(=S)N(CCc1c(C)[nH]c2ccccc12)Cc1cccnc1

```
53
Properties=species:S:1:pos:R:3:forces:R:3
C 1.412332 2.787215 -2.458754 0.1 0.0 -0.1
H 2.391128 2.886877 -1.973366 0.0 0.0 0.0
O 0.374586 2.748605 -1.513628 -0.3 0.0 0.2
C 0.304076 3.905864 -0.710768 -0.1 0.0 0.2
C -0.928227 3.801969 0.182392 0.1 0.3 -0.4
N -0.932627 2.537882 0.877833 0.3 -0.5 0.0
C -2.054398 1.804399 1.045334 0.0 0.0 0.3
N -1.919351 0.517307 1.448701 0.1 0.2 0.0
C -0.646350 -0.175133 1.439714 0.2 0.0 -0.3
H -0.785616 -1.119190 1.970727 0.1 0.1 0.0
H 0.102485 0.397156 1.999177 0.0 -0.1 0.0
C -0.123924 -0.482615 0.022024 0.1 -0.2 0.2
C 1.201549 -1.164235 0.102818 -0.2 -0.3 -0.1
C 1.457303 -2.509239 0.075131 -0.2 0.2 0.0
N 2.809478 -2.715942 0.216468 0.1 -0.4 0.0
C 3.446958 -1.516495 0.343178 0.0 0.6 0.0
C 4.791934 -1.217467 0.509320 0.1 -0.1 0.0
C 5.143106 0.111834 0.613116 0.1 -0.1 0.0
C 4.180283 1.122060 0.551025 0.0 0.2 0.0
C 2.845133 0.829236 0.386355 0.0 -0.1 0.0
C 2.458175 -0.505525 0.279482 0.4 -0.3 0.0
H 2.111074 1.618951 0.332009 -0.1 0.1 0.0
H 4.498167 2.151528 0.636288 0.0 0.1 0.0
H 6.180670 0.381028 0.743660 0.1 0.0 0.0
H 5.535666 -1.999505 0.555237 0.1 -0.1 0.0
H 3.252891 -3.618724 0.216799 0.0 0.1 0.0
C 0.544739 -3.673849 -0.072547 0.1 0.1 0.0
H 0.880410 -4.321312 -0.882482 0.0 -0.1 -0.1
H -0.469480 -3.351745 -0.286756 -0.1 0.0 0.0
H 0.527649 -4.265030 0.843771 -0.1 -0.1 0.0
H -0.845395 -1.119741 -0.491291 0.0 0.1 0.0
H -0.029708 0.440667 -0.553591 -0.1 0.0 0.0
C -3.093155 -0.304098 1.685749 -0.3 -0.1 0.1
C -3.325924 -1.261547 0.550924 -0.1 -0.1 0.0
C -3.046238 -2.618153 0.667821 -0.1 0.4 0.2
N -3.165105 -3.481993 -0.325949 0.1 -0.5 0.0
C -3.588593 -3.033267 -1.495197 -0.1 0.1 -0.2
C -3.916509 -1.704714 -1.724866 0.0 0.0 0.1
C -3.776817 -0.803487 -0.684109 0.0 -0.2 0.0
H -4.009759 0.242849 -0.815520 0.0 0.1 0.0
H -4.267075 -1.384275 -2.693571 0.0 0.0 -0.1
H -3.665273 -3.775807 -2.278703 0.0 0.0 -0.1
H -2.703593 -3.036619 1.607095 0.0 0.1 0.2
H -3.946591 0.372775 1.785317 0.2 -0.2 0.1
H -2.953239 -0.850208 2.624403 0.0 0.0 -0.1
S -3.541968 2.517983 0.839489 -0.8 0.5 -0.2
H -0.040261 2.073493 0.925100 -0.1 -0.1 0.0
H -1.840807 3.861360 -0.419267 0.2 0.0 0.1
H -0.933182 4.634422 0.896194 0.0 0.0 -0.2
H 1.217892 3.993411 -0.098276 0.0 0.0 -0.1
H 0.229281 4.807789 -1.335071 0.0 -0.1 0.1
H 1.278510 3.619498 -3.159855 0.0 0.0 0.0
H 1.373679 1.843778 -2.999083 0.1 0.0 -0.1
```
Forces are in eV/Å.

Löwdin atomic charge list, values in e, 2 entries: C -0.11; H 0.09

---

# 2
ORCA calculation (ωB97M-V/def2-TZVPD) on C24H66AsF6N6O6 as an isolated structure at a distorted geometry.

- HOMO-LUMO gap (alpha / beta): 0.079 / 0.257 Eh
- Total charge: -2
- ΔE to the lowest compared entry with this formula, charge and spin: 0.00 kcal/mol
- <S²>: 0.75
- 2S+1: 2
- Total energy: -124323.354 eV

```
109
Properties=species:S:1:pos:R:3:forces:R:3
As -15.723070 -26.115020 5.723280 0.5 0.2 -0.2
F -14.281110 -25.388710 6.603490 1.3 0.4 0.6
F -14.994560 -25.828270 4.072380 0.8 0.9 -1.2
F -17.111690 -26.735570 4.748970 -0.8 0.2 0.0
F -16.556390 -26.386910 7.287840 -1.0 -0.4 1.5
F -16.396610 -24.439310 5.664620 -0.7 1.8 0.0
F -15.022940 -27.749230 5.699550 0.7 -1.8 0.3
C -19.282080 -28.932050 5.997300 0.0 -0.4 -0.3
C -19.578960 -29.233810 4.502710 -1.1 2.3 1.1
C -21.130340 -29.124280 4.289960 0.4 0.7 0.2
O -21.515530 -27.732170 4.328290 -0.2 -0.3 -0.2
C -22.814570 -27.570640 3.822570 0.4 -0.3 0.0
N -18.935840 -28.096430 3.740240 -1.7 -2.3 0.3
H -19.866430 -28.103480 6.397440 -0.2 0.2 -0.4
H -18.248430 -28.589710 6.046920 0.1 -0.5 0.5
H -19.502420 -29.771840 6.656310 0.3 -0.3 0.1
H -19.279140 -30.243700 4.222820 0.3 0.1 -0.2
H -21.777450 -29.564800 5.048450 0.4 -0.7 0.4
H -21.430870 -29.562440 3.338230 0.1 0.1 -0.4
H -22.996580 -26.511540 3.640150 0.0 -0.1 -0.1
H -23.577130 -27.972140 4.489940 -0.2 0.0 0.4
H -22.891530 -28.176100 2.919470 -0.2 0.3 -0.5
H -18.346110 -27.627970 4.413190 0.4 -0.1 -0.4
H -19.739990 -27.489820 3.666290 0.3 0.6 -0.6
C -16.056090 -22.928940 9.221960 -0.4 -1.2 -1.2
C -16.368910 -23.743530 10.461240 -0.7 -0.6 1.0
C -17.416630 -24.969430 10.310160 0.3 0.5 -1.4
O -17.338860 -25.900660 11.353860 2.2 2.5 2.5
C -18.172410 -26.938660 11.226920 -0.8 -1.9 -2.0
N -15.115530 -24.074170 11.187830 -0.5 0.0 0.0
H -16.938590 -22.418960 8.835690 -0.1 0.4 0.4
H -15.845970 -23.594820 8.384970 0.6 -0.2 -0.1
H -15.214070 -22.255170 9.380450 -0.2 0.0 0.1
H -16.896600 -23.010910 11.071900 0.0 -0.2 0.7
H -17.382010 -25.499130 9.358150 1.2 -0.2 -0.4
H -18.463080 -24.680570 10.212240 -0.3 1.1 0.6
H -19.183630 -26.617730 10.976880 -0.5 0.0 0.1
H -18.202090 -27.674010 12.030960 0.3 0.5 0.5
H -17.780320 -27.465540 10.356990 -0.6 -0.8 -0.4
H -15.299400 -24.769560 11.896860 -0.3 0.0 0.2
H -14.413060 -24.517530 10.613310 -0.1 0.1 -0.7
C -16.219950 -25.170510 1.188170 -1.1 1.3 -0.8
C -17.231270 -26.264880 1.477290 -1.1 1.3 0.8
C -18.572210 -26.185050 0.648640 0.5 -1.8 0.8
O -19.349550 -27.403640 0.962030 0.1 1.4 -0.6
C -20.519840 -27.496270 0.196870 0.0 -0.1 -0.1
N -16.568390 -27.507760 1.356290 -0.4 -1.1 -0.1
H -16.664690 -24.244510 1.552620 0.2 0.5 -0.2
H -16.090070 -25.132770 0.106590 0.2 0.3 -0.4
H -15.224850 -25.241250 1.627360 -0.4 -0.5 0.4
H -17.515290 -26.079850 2.513240 -0.1 -0.6 0.2
H -18.337980 -26.162170 -0.415650 0.0 -0.1 -0.5
H -19.223890 -25.337310 0.860180 0.4 0.3 0.3
H -21.304870 -28.077480 0.680610 0.3 -0.3 0.5
H -20.332320 -27.986860 -0.758250 0.1 0.0 -0.4
H -21.017170 -26.550160 -0.016780 0.2 0.6 0.0
H -15.750180 -27.369860 1.932150 0.4 -0.9 0.1
H -16.269430 -27.574260 0.393840 0.4 -0.3 -0.3
C -12.033120 -27.048330 3.767210 3.3 0.3 1.1
C -12.421810 -28.299540 3.056610 -2.2 2.0 0.2
C -12.033230 -29.643170 3.712130 -1.7 1.9 -1.1
O -12.526740 -29.629870 5.006770 -0.5 1.4 0.2
C -12.097390 -30.681750 5.748450 -0.5 -1.1 0.7
N -13.894720 -27.972840 3.048850 0.2 -3.2 -0.9
H -12.341360 -26.913610 4.804000 -0.9 -0.6 -0.2
H -12.354930 -26.151160 3.238410 0.4 -0.1 -0.1
H -10.955300 -27.102410 3.920490 0.9 0.8 -0.3
H -12.159480 -28.262300 1.999300 0.8 -0.3 0.0
H -10.952620 -29.785870 3.716720 0.2 -0.3 -0.3
H -12.635660 -30.312520 3.098000 0.5 -1.0 -0.1
H -11.012540 -30.739390 5.659720 0.2 -0.6 0.4
H -12.635750 -31.581980 5.452040 0.5 -0.7 -0.6
H -12.450690 -30.628180 6.778220 0.4 0.8 0.2
H -13.990960 -26.968200 3.009420 -0.2 -0.2 0.4
H -14.149300 -28.259480 3.983260 -1.0 0.4 0.2
C -20.068820 -24.324800 6.644740 -0.8 -1.3 0.9
C -19.554870 -23.973660 5.305710 0.6 0.5 1.7
C -20.646500 -23.480910 4.455540 -0.7 -1.5 0.6
O -20.091550 -23.525850 3.176740 -2.2 0.8 -1.2
C -21.068970 -23.427250 2.148500 0.6 -0.1 -1.2
N -18.616780 -22.878330 5.492770 -0.6 0.4 -0.9
H -19.270140 -24.729960 7.266060 0.0 0.0 0.1
H -20.842170 -25.083010 6.521680 -0.1 -0.5 0.3
H -20.556190 -23.489710 7.147920 0.2 0.3 0.0
H -19.110510 -24.824720 4.789630 0.1 -0.3 0.2
H -21.080520 -22.558260 4.840800 0.3 0.8 -0.5
H -21.442980 -24.213460 4.586290 -0.4 -0.3 -0.6
H -22.142880 -23.582240 2.252350 -0.1 -0.3 1.7
H -20.830140 -24.227800 1.448370 0.3 0.4 -0.5
H -21.074870 -22.436550 1.694010 0.6 0.1 -0.4
H -18.691940 -22.533250 4.546530 1.3 1.0 -0.2
H -17.701750 -23.288100 5.614870 0.5 0.0 -0.1
C -11.577530 -20.973750 7.043070 -1.7 -0.1 -0.8
C -12.963690 -21.683640 7.290040 0.6 -0.5 0.4
C -14.115880 -21.433880 6.300560 0.6 0.5 1.5
O -14.341220 -20.026230 6.206930 0.1 1.5 -0.4
C -15.291930 -19.443870 7.123810 0.1 -2.0 -0.3
N -12.739660 -23.153990 7.408860 0.4 1.5 -0.5
H -11.669290 -19.960180 7.433390 0.4 0.0 0.1
H -11.445680 -20.870660 5.965990 0.3 0.0 -0.2
H -10.738350 -21.530200 7.460490 -0.2 0.1 0.2
H -13.285910 -21.229840 8.227240 -0.3 -0.5 0.4
H -14.972560 -21.949580 6.734460 -0.3 0.0 -0.1
H -13.931430 -21.909060 5.337090 0.1 0.5 -0.3
H -16.220780 -19.948400 6.857730 -0.5 0.4 0.4
H -15.406060 -18.359950 7.110300 0.5 0.0 -0.8
H -15.050880 -19.683190 8.159530 0.1 -0.2 0.2
H -12.260070 -23.292200 6.530800 0.8 -0.7 -0.2
H -13.572650 -23.664320 7.152380 -0.8 -0.4 0.5
```
Forces are in eV/Å.

Löwdin atomic charge list, values in e, 2 entries: As 0.93; F -0.39

---

# 3
ORCA calculation (ωB97M-V/def2-TZVPD) on one molecule with the formula C20H25N3O2S at a distorted geometry.

- HOMO-LUMO gap: 0.319 Eh
- Total charge: 0
- ΔE to the lowest compared entry with this formula, charge and spin: 36.35 kcal/mol
- Total energy: -40546.608 eV
- SMILES string: CCCCc1ccc(NC(=S)N2CCN(C(=O)c3ccco3)CC2)cc1

```
51
Properties=species:S:1:pos:R:3:forces:R:3
C 3.072705 7.894039 1.072148 -0.2 0.0 0.0
C 1.728834 7.217652 0.827329 0.2 -0.1 -0.1
C 1.830836 5.696421 0.721241 -0.1 0.3 0.3
H 0.865968 5.297121 0.398880 0.0 -0.1 -0.1
H 2.567113 5.433595 -0.041803 0.0 -0.1 -0.1
C 2.217807 5.023966 2.044803 0.0 0.0 -0.4
C 2.225909 3.532585 1.886721 0.1 0.0 0.2
C 3.371488 2.868556 1.464129 -0.1 0.0 0.1
C 3.371952 1.501817 1.272892 -0.1 -0.2 0.0
C 2.213690 0.759558 1.494765 -0.1 0.5 0.1
C 1.066415 1.414002 1.935988 0.1 -0.2 0.0
C 1.080348 2.782828 2.121205 0.2 0.0 0.0
H 0.183729 3.275969 2.467672 -0.1 0.1 0.0
H 0.173822 0.848358 2.151992 -0.1 0.0 0.0
N 2.273578 -0.626004 1.309329 0.3 -0.1 -0.3
C 1.267874 -1.545256 1.244678 -0.1 -0.2 0.1
N 0.068628 -1.182398 0.720501 0.3 0.1 0.3
C -1.028439 -2.126040 0.750096 -0.2 -0.5 0.0
H -0.898752 -2.792165 1.603618 -0.1 0.1 -0.1
C -1.083050 -2.944881 -0.547042 -0.1 -0.2 0.5
N -1.183871 -2.043763 -1.670793 0.1 0.0 -0.1
C -2.265749 -1.804450 -2.457251 0.4 0.0 0.0
O -2.307066 -0.831846 -3.198415 -0.3 0.0 -0.1
C -3.400512 -2.743081 -2.464737 -1.1 0.5 -0.7
C -4.607658 -2.517293 -3.080580 0.8 0.0 0.4
C -5.375664 -3.685203 -2.897687 0.2 -0.4 0.3
C -4.585468 -4.542779 -2.193961 -0.7 0.1 -0.3
O -3.395954 -3.987199 -1.926015 0.4 -0.1 0.1
H -4.748393 -5.540684 -1.836418 0.1 -0.1 0.1
H -6.372587 -3.864313 -3.243431 -0.2 -0.1 0.0
H -4.886053 -1.620371 -3.593382 0.0 0.2 -0.1
C -0.088452 -1.098089 -1.711045 0.1 0.4 -0.1
H -0.243653 -0.437267 -2.565164 0.1 -0.1 0.1
C -0.033124 -0.281229 -0.412831 0.1 0.2 -0.5
H 0.815835 0.398645 -0.445135 -0.1 0.0 0.0
H -0.952044 0.304265 -0.310510 0.1 0.0 0.0
H 0.848792 -1.652134 -1.833692 0.0 0.0 0.0
H -1.921524 -3.633003 -0.515178 0.2 0.1 0.0
H -0.156325 -3.522366 -0.638002 -0.1 0.0 0.0
H -1.956090 -1.555814 0.865358 0.0 0.0 0.0
S 1.585688 -3.074801 1.800672 0.2 -0.5 0.2
H 3.169182 -1.046030 1.525103 -0.3 0.0 0.0
H 4.272052 0.997364 0.952167 0.1 -0.1 -0.1
H 4.277839 3.429011 1.286831 0.1 0.1 0.0
H 3.207469 5.363880 2.351589 0.0 0.0 0.1
H 1.499262 5.313155 2.814480 0.0 0.0 0.1
H 1.038777 7.478115 1.633208 -0.1 0.0 0.0
H 1.306714 7.600498 -0.104862 -0.1 0.0 0.0
H 2.958914 8.975472 1.052700 0.1 0.1 0.0
H 3.481787 7.616507 2.040204 0.1 0.0 0.1
H 3.786449 7.611525 0.301083 0.1 0.0 -0.1
```
Forces are in eV/Å.

Löwdin atomic charge list, values in e, 2 entries: C -0.11; C -0.27